Arrangement P

{
  "formula": "C2H5FN2",
  "method": "wB97M-V/def2-TZVPD",
  "homo_lumo_gap_ev": 9.27,
  "symbols": ["C", "C", "H", "H", "H", "H", "H", "N", "N", "F"],
  "xyz": [[-0.53906, -0.20034, -0.26494], [0.76751, -0.58542, 0.48992], [-1.21412, 2.02368, -0.22543], [0.52435, 1.69984, -0.16471], [-1.48018, -1.71331, -0.48789], [1.19221, 0.52535, 1.55277], [1.06319, -1.79195, 0.92604], [-0.42399, 1.09421, -0.26945], [-1.60447, -0.80859, -0.58383], [1.71458, -0.24348, -0.97248]]
}

Arrangement Q

{
  "formula": "C2H5FN2",
  "method": "wB97M-V/def2-TZVPD",
  "homo_lumo_gap_ev": 10.30,
  "smiles": "[H]/N=C(/N)CF",
  "symbols": ["C", "C", "H", "H", "H", "H", "H", "N", "N", "F"],
  "xyz": [[-0.08214, -0.52046, -0.07648], [-0.57303, 0.90382, 0.13880], [1.71408, -1.42515, 0.19073], [1.73083, 0.13982, 0.83984], [-1.51316, -1.14086, -1.13779], [-1.56518, 1.10756, -0.23198], [-0.71568, 1.17167, 1.22089], [1.23400, -0.57460, 0.29356], [-0.55578, -1.38833, -0.87364], [0.32607, 1.72654, -0.36393]]
}

Arrangement R

{
  "formula": "C2H5FN2",
  "method": "wB97M-V/def2-TZVPD",
  "homo_lumo_gap_ev": 10.67,
  "smiles": "N/N=C/CF",
  "symbols": ["C", "C", "H", "H", "H", "H", "H", "N", "N", "F"],
  "xyz": [[0.05405, -0.24499, 0.29868], [-1.33404, -0.85857, 0.29949], [1.98348, 1.09959, 0.16632], [1.78274, 1.70787, -1.39772], [0.79852, -0.21872, 1.15393], [-1.44738, -1.83553, 0.84625], [-1.69164, -0.82078, -0.71127], [1.67299, 0.85551, -0.78789], [0.35300, 0.28750, -0.80948], [-2.17172, 0.02810, 0.94168]]
}

Arrangement S

{
  "formula": "C2H5FN2",
  "method": "wB97M-V/def2-TZVPD",
  "homo_lumo_gap_ev": 12.02,
  "symbols": ["C", "C", "N", "N", "F", "H", "H", "H", "H", "H"],
  "xyz": [[0.65965, -2.96092, 2.06904], [-1.49111, 0.19451, -1.75617], [0.27467, -2.64419, 1.03718], [-0.31503, -0.14943, -1.38688], [0.60440, 0.89740, -1.24382], [0.98122, -3.38106, 2.96257], [1.46311, 3.27552, 1.17740], [-1.78247, 1.32967, -1.97473], [1.88795, 4.08591, 1.11170], [-2.28238, -0.64741, -1.99630]]
}

Stability check: which of them is least stable? arrangement P.

Arrangement P

{
  "formula": "C4H14NO3",
  "method": "wB97M-V/def2-TZVPD",
  "homo_lumo_gap_ev": 8.03,
  "total_charge": -1,
  "symbols": ["C", "N", "C", "C", "C", "O", "H", "H", "H", "H", "H", "H", "H", "H", "H", "H", "H", "H", "O", "H", "H", "O"],
  "xyz": [[-1.80729, 0.60730, -2.15694], [-0.83992, 0.30287, -1.12770], [0.50264, -0.17599, -1.54330], [-1.45294, -0.52330, -0.01327], [-0.59361, -0.47992, 1.25887], [0.40446, -1.44729, 1.25523], [-2.58796, 1.14070, -1.58844], [-2.28482, -0.23127, -2.68224], [-1.40204, 1.32493, -2.87744], [0.67648, -0.11769, -2.61567], [0.61482, -1.20749, -1.21089], [1.20440, 0.51579, -1.06125], [-2.37251, 0.07867, 0.07463], [-1.63828, -1.55165, -0.33412], [-1.27853, -0.64863, 2.13235], [-0.17598, 0.51538, 1.40746], [1.25726, 1.67146, 2.52804], [2.46321, 1.03867, 1.85289], [2.08822, 1.92268, 2.15552], [1.44508, -0.99072, 1.52359], [3.16566, -1.16779, 1.25621], [2.61165, -0.57672, 1.76646]]
}

Arrangement Q

{
  "formula": "C4H14NO3",
  "method": "wB97M-V/def2-TZVPD",
  "homo_lumo_gap_ev": 7.32,
  "total_charge": -1,
  "symbols": ["C", "C", "C", "N", "C", "O", "H", "H", "H", "H", "H", "H", "H", "H", "H", "H", "H", "H", "O", "H", "H", "O"],
  "xyz": [[1.13435, -1.72265, 0.82941], [0.00875, -0.71615, 0.64484], [0.27034, 0.37865, 1.69051], [-0.22186, -0.27186, -0.74455], [0.90869, 0.43174, -1.50796], [0.31469, 1.57845, -2.00734], [2.05145, -1.33610, 0.32450], [1.37282, -2.11099, 1.88939], [0.85870, -2.50483, 0.29797], [-1.02899, -1.32492, 0.81093], [1.24075, 0.89106, 1.54195], [-0.48621, 1.23351, 1.58173], [0.12312, 0.12493, 2.77366], [-0.95009, 0.50090, -0.91216], [1.71768, 0.50709, -0.85290], [0.91114, -0.33074, -2.44322], [-2.62981, -1.40500, -0.65399], [-2.80480, -0.51767, -1.77771], [-3.21987, -1.22392, -1.36665], [-0.09898, 2.36875, -0.75193], [0.71605, 2.77956, 0.47150], [-0.18792, 2.67021, 0.16203]]
}

Stability check: which of them is least stable? arrangement Q.

Arrangement P

{
  "formula": "C4H14NO3",
  "method": "wB97M-V/def2-TZVPD",
  "homo_lumo_gap_ev": 6.83,
  "total_charge": -1,
  "symbols": ["C", "N", "C", "C", "C", "O", "H", "H", "H", "H", "H", "H", "H", "H", "H", "H", "H", "H", "O", "H", "H", "O"],
  "xyz": [[-1.13769, -1.46844, 0.88602], [-0.69694, -0.04145, 0.60426], [0.65172, 0.51663, 0.63357], [0.79394, 1.96876, 0.13067], [2.36568, 2.48584, 0.53566], [3.04407, 1.51528, 1.26404], [-1.25262, -1.51330, 1.96561], [-0.41201, -2.19903, 0.52480], [-2.09120, -1.51255, 0.36296], [-1.03908, 0.12540, -0.35352], [1.33212, -0.08394, 0.00861], [1.07971, 0.59301, 1.62409], [0.52024, 1.93319, -0.94500], [0.09939, 2.64151, 0.63124], [2.77091, 2.78291, -0.49919], [2.18406, 3.39725, 1.07844], [-1.74832, -0.90165, -3.04283], [2.82821, 1.28297, 0.19887], [-1.46719, -1.10682, -2.14897], [-2.11418, -1.86437, -1.76546], [-3.56954, -3.13988, -1.68984], [-2.75729, -3.04752, -1.17641]]
}

Arrangement Q

{
  "formula": "C4H14NO3",
  "method": "wB97M-V/def2-TZVPD",
  "homo_lumo_gap_ev": 7.96,
  "total_charge": -1,
  "symbols": ["C", "N", "C", "O", "C", "C", "H", "H", "H", "H", "H", "H", "H", "H", "H", "H", "H", "H", "O", "H", "H", "O"],
  "xyz": [[-1.06486, 0.15903, -0.45912], [-0.51382, 0.71411, -1.68909], [0.53181, 1.74681, -1.43509], [1.58699, 1.36237, -0.70025], [-1.34445, -1.34884, -0.50978], [-0.07063, -2.18308, -0.69266], [-0.43867, 0.35122, 0.41428], [-2.01469, 0.68391, -0.26276], [-0.01386, -0.02533, -2.18131], [0.85929, 2.04050, -2.44237], [-0.02888, 2.63447, -1.07823], [-2.04346, -1.55098, -1.31876], [-1.79419, -1.58754, 0.45832], [0.36849, -2.41046, 0.27840], [-0.28575, -3.08981, -1.24754], [0.70668, -1.66008, -1.24106], [0.15555, -0.53289, 3.74808], [0.36847, 0.49081, 2.59824], [-0.29924, 0.17929, 3.27270], [1.58383, 1.19820, 0.62022], [2.04828, 1.80236, 2.15415], [1.70310, 1.02594, 1.71364]]
}

Stability check: which of them is least stable? arrangement P.

Arrangement P

{
  "formula": "CH3ClNO2S",
  "method": "wB97M-V/def2-TZVPD",
  "homo_lumo_gap_ev": [7.20, 7.49],
  "total_charge": -1,
  "symbols": ["C", "N", "O", "O", "S", "Cl", "H", "H", "H"],
  "xyz": [[-1.08186, 0.25209, 0.00673], [0.27380, 0.52312, 0.36590], [2.63406, -0.45702, 0.25923], [0.30622, -2.41530, 0.09438], [1.36915, -0.56289, -0.45414], [0.73956, 2.19784, -0.04946], [-1.76259, 0.81199, 0.65328], [-1.31252, 0.48076, -1.04124], [-1.16582, -0.83060, 0.16532]]
}

Arrangement Q

{
  "formula": "CH3ClNO2S",
  "method": "wB97M-V/def2-TZVPD",
  "homo_lumo_gap_ev": [7.93, 6.25],
  "total_charge": -1,
  "symbols": ["C", "N", "O", "O", "S", "Cl", "H", "H", "H"],
  "xyz": [[-0.72776, 0.80295, 0.08911], [0.87964, -1.55705, -0.60226], [0.19053, -3.50219, -2.17262], [1.59758, -1.62375, -3.01370], [1.19302, -2.45004, -1.86847], [-1.93537, 0.46917, 1.26967], [0.08720, 1.38073, 0.48847], [-1.14167, 1.07117, -0.86629], [0.39656, -2.09386, 0.10484]]
}

Stability check: which of them is least stable? arrangement P.

Arrangement P

{
  "formula": "CH2N2O3",
  "method": "wB97M-V/def2-TZVPD",
  "homo_lumo_gap_ev": 9.60,
  "smiles": "O=NN=O.C=O",
  "symbols": ["C", "N", "N", "O", "O", "O", "H", "H"],
  "xyz": [[1.39893, -0.82068, 0.19603], [-1.46944, 1.32791, 0.19906], [-1.25056, 0.43916, -0.48324], [-1.33941, 2.46963, 0.49980], [1.12948, 0.03277, -0.59803], [-1.35676, -0.71616, -0.76139], [1.31868, -1.84160, -0.32988], [1.56908, -0.89103, 1.27765]]
}

Arrangement Q

{
  "formula": "CH2N2O3",
  "method": "wB97M-V/def2-TZVPD",
  "homo_lumo_gap_ev": 10.28,
  "symbols": ["C", "N", "N", "O", "O", "O", "H", "H"],
  "xyz": [[1.18805, 0.14400, -0.14097], [0.03572, 0.90391, -0.27332], [-1.37480, -0.22825, 0.02947], [-2.29431, 0.03273, -0.61481], [-1.10177, -1.10636, 0.80402], [0.68184, 0.89651, 0.91110], [0.86341, -0.91368, -0.01275], [2.00186, 0.27115, -0.70275]]
}

Arrangement R

{
  "formula": "CH2N2O3",
  "method": "wB97M-V/def2-TZVPD",
  "homo_lumo_gap_ev": 10.52,
  "smiles": "O=[N+]([O-])N1CO1",
  "symbols": ["C", "N", "N", "O", "O", "O", "H", "H"],
  "xyz": [[1.13616, 0.09270, 0.29490], [-0.02159, 0.81523, -0.01472], [-1.32245, -0.19398, -0.52666], [-2.36174, 0.25582, -0.24193], [-0.96027, -1.15088, -1.10969], [0.29663, 0.54976, 1.30344], [1.15428, -0.98134, 0.12624], [2.07898, 0.61269, 0.16842]]
}

Arrangement S

{
  "formula": "CH2N2O3",
  "method": "wB97M-V/def2-TZVPD",
  "homo_lumo_gap_ev": [7.94, 7.94],
  "symbols": ["C", "N", "N", "O", "O", "O", "H", "H"],
  "xyz": [[0.53055, -1.05790, 0.85438], [-0.16321, 0.84619, 0.32465], [-0.72767, 0.38400, -1.13410], [0.67400, 1.67475, 0.32307], [-1.51360, -0.46635, -1.16734], [-0.15975, 1.04469, -1.92428], [1.52212, -0.73713, 1.40825], [-0.16245, -1.68824, 1.31536]]
}

Stability check: which of them is least stable? arrangement S.

Arrangement P

{
  "formula": "C22H24N4O4",
  "method": "wB97M-V/def2-TZVPD",
  "homo_lumo_gap_ev": 8.82,
  "smiles": "CNC(=O)[C@H](Cc1ccccc1)NC(C)=O.O=C(O)c1cccc(-c2cn[nH]c2)c1",
  "symbols": ["O", "O", "O", "N", "O", "C", "C", "C", "C", "C", "C", "C", "C", "C", "C", "C", "C", "C", "C", "C", "C", "C", "C", "N", "N", "N", "C", "C", "C", "C", "H", "H", "H", "H", "H", "H", "H", "H", "H", "H", "H", "H", "H", "H", "H", "H", "H", "H", "H", "H", "H", "H", "H", "H"],
  "xyz": [[4.45743, 3.20897, -2.76631], [-4.67157, -0.49048, 2.57174], [-4.39324, 2.87828, -0.90056], [4.70959, -3.19552, -3.86415], [3.65264, 4.14148, -0.87422], [4.08686, 3.09171, -1.60924], [-4.21759, -1.07486, 1.59774], [-4.67589, 1.77626, -0.44537], [4.58437, -1.95675, -3.44571], [4.50181, -1.89422, -1.99107], [4.59422, -3.19338, -1.57963], [0.87089, 0.00444, 2.72166], [3.99989, 0.35880, 1.01072], [0.10267, 1.15205, 2.98092], [0.65617, -0.73236, 1.54330], [3.95124, 1.61792, 0.41026], [4.19073, -0.78460, 0.23125], [4.30698, 0.59101, -1.74714], [-0.88107, 1.56012, 2.06368], [-0.32574, -0.32187, 0.62280], [4.11525, 1.75633, -0.97819], [4.33667, -0.68687, -1.16108], [-1.10033, 0.82557, 0.88280], [4.72027, -3.95279, -2.73211], [-5.90730, 1.31551, -0.70986], [-3.77545, -0.45382, 0.50427], [-4.15948, -2.58361, 1.58396], [-6.61451, 0.15043, -0.18158], [-2.17258, 1.28500, -0.08941], [-3.61273, 1.00401, 0.38630], [3.71237, 4.90005, -1.47372], [4.54142, -1.09742, -4.10725], [4.57437, -3.56545, -0.55992], [1.62640, -0.31011, 3.42777], [3.87985, 0.27174, 2.08607], [0.26389, 1.71792, 3.88762], [1.25009, -1.61201, 1.34156], [3.79157, 2.49531, 1.03200], [4.21529, -1.75070, 0.72238], [4.42713, 0.69503, -2.82094], [-1.47389, 2.44005, 2.27023], [-0.47960, -0.88687, -0.28472], [4.81765, -4.97028, -2.73747], [-6.44559, 1.94497, -1.28603], [-3.43147, -1.02080, -0.25143], [-3.12206, -2.89808, 1.48699], [-4.74835, -2.96468, 0.75231], [-4.56583, -2.95904, 2.52261], [-6.57622, 0.15388, 0.90994], [-6.17405, -0.76911, -0.56789], [-7.66161, 0.18717, -0.48551], [-2.01696, 0.81336, -1.06087], [-2.03924, 2.35868, -0.22674], [-3.69537, 1.42959, 1.38717]]
}

Arrangement Q

{
  "formula": "C22H24N4O4",
  "method": "wB97M-V/def2-TZVPD",
  "homo_lumo_gap_ev": 8.20,
  "smiles": "COCCn1c(=O)[nH]c2cc(C(=O)N3CCN(c4ccccc4)CC3)ccc2c1=O",
  "symbols": ["C", "O", "C", "C", "N", "C", "O", "N", "C", "C", "C", "C", "C", "C", "C", "O", "H", "H", "C", "O", "N", "C", "H", "C", "N", "C", "C", "C", "C", "C", "C", "H", "H", "H", "H", "H", "C", "H", "C", "H", "H", "H", "H", "H", "H", "H", "H", "H", "H", "H", "H", "H", "H", "H"],
  "xyz": [[-5.93364, -1.56674, 0.91085], [-6.61410, -0.42272, 0.44829], [-5.81753, 0.71988, 0.29380], [-4.81934, 0.65379, -0.88200], [-3.45484, 0.36810, -0.45587], [-2.79166, 1.41735, 0.16035], [-3.29477, 2.50461, 0.31926], [-1.51572, 1.14778, 0.58387], [-0.86459, -0.04383, 0.39438], [0.44068, -0.23580, 0.83760], [1.08439, -1.43401, 0.58409], [0.41595, -2.47335, -0.06789], [-0.88544, -2.29476, -0.48140], [-1.53306, -1.07650, -0.26953], [-2.90797, -0.87790, -0.73533], [-3.54729, -1.72602, -1.32280], [-1.43140, -3.07892, -0.98298], [0.91925, -3.41359, -0.23340], [2.49026, -1.55154, 1.08474], [2.74734, -1.41086, 2.26512], [3.45211, -1.81332, 0.16132], [3.28306, -1.70305, -1.27146], [2.23413, -1.51761, -1.50022], [4.17324, -0.53704, -1.77199], [4.34576, 0.44115, -0.72557], [3.33752, 1.35731, -0.45742], [2.16549, 1.42495, -1.22002], [1.20106, 2.38247, -0.96681], [1.35814, 3.29439, 0.06112], [2.52192, 3.25392, 0.81175], [3.49942, 2.31508, 0.55179], [4.40804, 2.34495, 1.13231], [2.67794, 3.97080, 1.60460], [0.59863, 4.03503, 0.26144], [0.31086, 2.40473, -1.57956], [1.98240, 0.73130, -2.02478], [5.16293, -0.10261, 0.34632], [6.22323, 0.01259, 0.09266], [4.82697, -1.59862, 0.56546], [4.92276, -1.85962, 1.61907], [5.46844, -2.25189, -0.02973], [4.96208, 0.43592, 1.26968], [5.16906, -0.90781, -2.03203], [3.75214, -0.07427, -2.66339], [3.58504, -2.64371, -1.74645], [0.95517, 0.55049, 1.36808], [-1.01918, 1.91447, 1.01976], [-4.80759, 1.61626, -1.39610], [-5.11992, -0.13553, -1.57287], [-6.52604, 1.52991, 0.11186], [-5.27006, 0.94033, 1.22211], [-5.25772, -1.97529, 0.15370], [-5.36365, -1.34485, 1.82229], [-6.70080, -2.30483, 1.13670]]
}

Stability check: which of them is least stable? arrangement P.